Model P:
DFT (the ωB97M-V functional and the def2-TZVPD basis) results for 2 unconnected molecules or ions with the total composition C4H8NS.

Positions of all 14 atoms, in Å:
C -1.016 -2.351 -0.332
C 0.355 -2.269 -0.298
C -1.578 -0.980 -0.546
C 0.648 -0.862 -0.535
N -0.453 -0.168 -0.735
S 1.290 2.764 1.120
H -1.659 -3.173 -0.553
H 1.060 -3.200 -0.272
H -1.980 -1.121 -1.591
H -2.421 -0.637 0.079
H 1.589 -0.409 -0.318
H 2.482 3.333 1.507
H -0.496 0.803 -0.519
H 0.512 3.652 1.695

## Properties
Gap between HOMO and LUMO: 7.73 eV
Spin multiplicity: 1
Net charge: +1

=====

Model Q:
DFT (the ωB97M-V functional and the def2-TZVPD basis) results for a gas-phase ion, C4H8NS (charge +1).

Positions of all 14 atoms, in Å:
N 0.046 1.857 -0.044
C -0.343 0.414 0.160
C 0.631 -0.544 0.880
C 0.426 -1.659 -0.166
C -0.767 -0.535 -0.889
S -2.044 -0.108 0.290
H 0.216 2.325 0.863
H -0.835 2.280 -0.321
H 0.646 1.678 -0.845
H 0.314 -0.705 1.993
H 1.513 0.008 0.846
H 1.044 -2.001 -1.060
H -0.019 -2.586 0.249
H -0.827 -0.425 -1.956

## Properties
Gap between HOMO and LUMO: 9.57 eV
Spin multiplicity: 1
Net charge: +1
SMILES string: [NH3+][C@]12CC[C@H]1S2

=====

Model R:
DFT (the ωB97M-V functional and the def2-TZVPD basis) results for a gas-phase ion, C4H8NS (charge +1).

Positions of all 14 atoms, in Å:
C 1.365 -0.700 0.435
N 0.244 -0.026 0.488
C 0.142 1.131 1.437
C -0.741 -0.333 -0.439
C -0.774 -0.305 -1.941
S -0.963 -1.966 -1.196
H 2.270 -0.476 1.039
H 1.718 -1.530 -0.163
H 0.653 0.818 2.364
H -0.957 1.281 1.770
H 0.536 2.049 1.116
H -1.907 -0.002 0.050
H -1.647 0.061 -2.342
H 0.062 -0.003 -2.618

## Properties
Gap between HOMO and LUMO: 7.90 eV
Spin multiplicity: 1
Net charge: +1
SMILES string: C=[N+](C)[C@H]1CS1

=====

Stability comparison, relative energies in eV: model P 0.000; model Q 1.801; model R 1.704

=====

Model P:
DFT (the ωB97M-V functional and the def2-TZVPD basis) results for 2 unconnected molecules or ions with the total composition C4H8NS.

Positions of all 14 atoms, in Å:
C -1.714 1.822 -0.456
C -0.528 1.221 -0.674
C 0.727 -1.890 0.605
C -0.005 0.119 0.111
N 1.208 -0.642 -0.161
S -0.974 -1.203 0.738
H -2.045 2.483 -1.132
H -2.353 1.443 0.377
H 0.043 1.473 -1.589
H 0.808 -2.909 0.026
H 1.389 -2.028 1.568
H 0.148 1.068 1.610
H 2.194 -0.218 0.126
H 1.101 -0.740 -1.147

## Properties
Gap between HOMO and LUMO: 8.27 eV
Spin multiplicity: 1
Net charge: +1

=====

Model Q:
DFT (the ωB97M-V functional and the def2-TZVPD basis) results for a gas-phase ion, C4H8NS (charge +1).

Positions of all 14 atoms, in Å:
C -0.966 1.234 1.345
C 0.230 1.640 1.050
C 0.317 0.213 -1.437
C 0.296 -1.977 -0.279
N 0.110 -0.556 -0.263
S 1.270 0.628 0.092
H -1.485 0.209 1.474
H 0.555 2.728 1.133
H -1.542 1.941 1.901
H 0.545 -0.218 -2.395
H -0.332 1.053 -1.645
H 1.010 -2.278 -0.989
H 0.704 -2.306 0.616
H -0.712 -2.310 -0.603

## Properties
Gap between HOMO and LUMO: 9.71 eV
Spin multiplicity: 1
Net charge: +1

=====

Stability comparison, relative energies in eV: model P 1.533; model Q 0.000